Formula: C5H8N2
Source: OMol25
Level of theory: the ωB97M-V functional and the def2-TZVPD basis

CARTESIAN COORDINATES (ANGSTROEM)
C -0.170249 -0.657383 -1.241763
C 0.050115 0.294645 -0.075920
C 1.159864 1.278910 -0.397982
N -0.815233 0.909042 0.926554
C -0.127552 -0.323390 1.286498
C -0.990366 -1.500855 1.335670
N -1.745848 -2.381232 1.333092
H 0.771350 -1.219879 -1.253114
H -0.223455 -0.162244 -2.209803
H -0.972273 -1.390225 -1.155035
H 0.654846 2.175647 -0.777643
H 1.735974 1.552755 0.488370
H 1.829287 0.912457 -1.181913
H -1.826232 0.831368 0.894371
H 0.669770 -0.319614 2.028618

Atomic forces in eV per Å
-0.076 -0.038 -0.120
0.196 -0.097 -0.071
0.134 -0.050 0.063
-0.336 -0.008 -0.047
0.192 -0.152 0.137
-0.578 -0.851 0.007
0.947 0.989 0.088
-0.174 -0.091 -0.131
-0.208 0.209 0.051
-0.099 0.272 0.134
0.242 -0.103 0.080
-0.058 0.036 -0.101
-0.006 -0.025 0.218
0.088 -0.361 -0.320
-0.265 0.271 0.011

Properties
Total energy = -8293.25626 eV
HOMO = -10.1 eV
Gap between HOMO and LUMO = 10.990 eV
Max |F| = 1.37 eV/Å

=====

Formula: C5H8N2
Source: OMol25
Level of theory: the ωB97M-V functional and the def2-TZVPD basis

CARTESIAN COORDINATES (ANGSTROEM)
C -1.824478 -0.979787 0.485945
C -0.593934 -0.388484 -0.145700
C -0.517542 1.082336 -0.318987
N 0.289808 0.412405 0.688667
C 1.715322 0.387006 0.445630
C 2.125109 -0.062375 -0.908517
N 2.400855 -0.449766 -1.963404
H -2.219736 -0.252900 1.199906
H -1.627675 -1.917613 1.012970
H -2.592535 -1.160440 -0.276556
H -0.097947 -0.979049 -0.917448
H -0.051837 1.480138 -1.220460
H -1.287457 1.699592 0.136331
H 2.100591 1.400611 0.598701
H 2.181455 -0.271678 1.182923

Atomic forces in eV per Å
-0.017 0.023 0.122
-0.146 -0.122 -0.227
-0.175 0.263 -0.021
-0.009 0.053 0.011
0.212 -0.052 0.013
0.260 -0.368 -0.825
-0.260 0.431 1.018
-0.043 -0.170 0.018
0.031 0.096 -0.082
0.186 0.009 0.127
-0.168 0.089 0.079
0.061 -0.079 0.213
-0.042 -0.034 -0.326
0.042 -0.179 0.011
0.068 0.041 -0.132

Properties
Total energy = -8293.34719 eV
HOMO = -9.9 eV
Gap between HOMO and LUMO = 10.847 eV
Max |F| = 1.14 eV/Å

=====

Formula: C5H8N2
Source: OMol25
Level of theory: the ωB97M-V functional and the def2-TZVPD basis

CARTESIAN COORDINATES (ANGSTROEM)
C 1.737212 -0.436218 -0.742203
C 0.744025 0.212885 0.163095
C -0.341926 1.166430 -0.341151
N -1.005721 0.810027 0.980356
C -0.407206 -0.567836 0.805960
C -1.285954 -1.382314 -0.081663
N -1.834903 -2.094645 -0.813754
H 1.303392 -0.995543 -1.589133
H 2.409571 0.326459 -1.153549
H 2.366940 -1.128551 -0.169887
H -0.225828 1.165689 1.583486
H -1.027637 0.813890 -1.137870
H -0.161029 2.239914 -0.454237
H -1.992908 0.979488 1.202008
H -0.278026 -1.109671 1.748547

Atomic forces in eV per Å
0.137 -0.086 -0.100
0.116 -0.199 -0.339
0.042 0.250 -0.077
-0.181 0.113 0.172
0.081 -0.119 0.286
-0.455 -0.620 -0.729
0.545 0.725 0.758
0.031 0.021 0.031
-0.091 -0.144 0.013
-0.079 0.070 -0.142
-0.612 0.210 0.293
0.129 0.002 0.111
0.062 -0.190 0.005
0.212 -0.087 -0.108
0.063 0.053 -0.175

Properties
Total energy = -8290.49318 eV
HOMO = -6.9 eV
Gap between HOMO and LUMO = 7.338 eV
Max |F| = 1.18 eV/Å

=====

Formula: C5H8N2
Source: OMol25
Level of theory: the ωB97M-V functional and the def2-TZVPD basis

CARTESIAN COORDINATES (ANGSTROEM)
C -1.899622 -0.202936 -0.483538
N -0.693933 0.011445 0.293331
C -0.337022 -0.591067 1.434346
N 0.827956 -0.234897 1.932281
C 1.352296 0.795739 1.145557
C 1.646774 0.008122 -0.786170
C 0.465167 0.812630 -0.048129
H -1.701041 -0.857828 -1.340684
H -2.665713 -0.666492 0.148294
H -2.300475 0.750141 -0.850732
H -0.987748 -1.331544 1.896761
H 2.317123 -0.600330 -0.162379
H 1.142312 -0.656974 -1.481248
H 2.287764 0.728826 -1.294746
H 0.217431 1.696826 -0.640437

Atomic forces in eV per Å
0.035 -0.059 -0.055
0.449 -0.318 0.135
-0.156 0.042 -0.152
-0.193 0.390 0.173
-0.271 0.008 0.575
-0.163 -0.139 -0.536
0.436 -0.040 -0.132
-0.078 0.115 0.090
0.223 0.067 -0.124
0.180 -0.185 0.111
0.039 0.125 -0.058
-0.475 0.281 -0.015
0.060 -0.062 -0.333
-0.236 -0.126 -0.048
0.150 -0.099 0.368

Properties
Total energy = -8291.35704 eV
HOMO = -7.8 eV
Gap between HOMO and LUMO = 8.355 eV
Max |F| = 0.64 eV/Å

=====

Formula: C5H8N2
Source: OMol25
Level of theory: the ωB97M-V functional and the def2-TZVPD basis

CARTESIAN COORDINATES (ANGSTROEM)
C -1.240464 1.079112 -0.534688
C -0.272315 0.014608 -0.052974
C 1.226116 0.255972 -0.770701
C 2.148167 -0.402724 0.133644
N 2.571167 -0.971879 1.048058
C -0.290339 -0.687667 1.268658
N -0.627708 -1.402903 0.024739
H -0.945000 2.058648 -0.142772
H -1.163078 1.112132 -1.627407
H -2.299919 0.925811 -0.284528
H 1.556326 1.308635 -0.911338
H 1.274250 -0.216258 -1.765390
H -1.030030 -0.525467 2.063912
H 0.722707 -0.962198 1.628089
H -1.629874 -1.585827 -0.077307

Atomic forces in eV per Å
0.128 -0.042 -0.033
1.003 0.286 -0.576
-1.100 -0.243 0.509
0.429 -0.658 0.885
0.652 0.539 -1.135
0.594 0.034 0.084
0.067 0.079 -0.128
-0.041 -0.125 -0.094
-0.143 0.131 0.101
0.393 -0.246 0.145
-0.680 -0.486 0.337
-0.315 0.036 0.406
0.052 0.212 -0.699
-1.399 0.086 0.164
0.360 0.396 0.033

Properties
Total energy = -8292.91662 eV
HOMO = -9.4 eV
Gap between HOMO and LUMO = 10.252 eV
Max |F| = 1.42 eV/Å

=====

Formula: C5H8N2
Source: OMol25
Level of theory: the ωB97M-V functional and the def2-TZVPD basis

CARTESIAN COORDINATES (ANGSTROEM)
C 2.338882 -0.465750 -0.028991
C 0.898289 -0.076673 -0.017616
C -0.217295 -0.764157 -0.265473
C -1.370730 0.132457 0.088375
N -2.586741 0.012464 -0.686342
C -0.803486 1.515869 0.328747
N 0.501523 1.250557 0.349040
H 2.764261 -0.433602 0.981852
H 2.448871 -1.485011 -0.407668
H 2.933608 0.201129 -0.663983
H -0.281111 -1.792322 -0.600482
H -3.176938 0.813978 -0.484406
H -3.096371 -0.815508 -0.390384
H -1.537502 -0.041882 1.182388
H 1.184742 1.948445 0.614948

Atomic forces in eV per Å
0.032 -0.014 -0.025
-0.126 -0.099 -0.024
0.120 0.055 0.060
0.120 0.070 0.076
-0.100 0.027 0.149
0.351 -0.382 -0.029
-0.131 0.181 0.056
-0.071 0.017 -0.150
-0.027 0.161 0.054
-0.101 -0.061 0.081
0.010 0.142 0.122
0.050 -0.037 -0.073
0.021 0.126 -0.142
-0.044 -0.115 -0.034
-0.105 -0.071 -0.122

Properties
Total energy = -8292.56494 eV
HOMO = -8.5 eV
Gap between HOMO and LUMO = 9.355 eV
Max |F| = 0.52 eV/Å

=====

Formula: C5H8N2
Source: OMol25
Level of theory: the ωB97M-V functional and the def2-TZVPD basis

CARTESIAN COORDINATES (ANGSTROEM)
N 2.081819 -0.656602 -0.271568
C 1.017534 -0.096701 0.497840
C 0.954636 1.356605 0.772106
N 0.035284 2.117158 0.601091
C -0.438256 -0.174899 -0.406671
C -1.218091 1.050790 -0.027806
C -1.399314 -1.181811 -0.216119
H 2.903769 -0.836156 0.293601
H 2.349245 -0.034355 -1.028849
H 0.893029 -0.657546 1.429835
H -0.057082 -0.140231 -1.432626
H -1.843192 0.947576 0.858967
H -1.752912 1.525628 -0.851737
H -1.638384 -1.930056 -0.967237
H -1.888083 -1.289401 0.749179

Atomic forces in eV per Å
0.238 0.111 -0.043
-0.927 -0.357 -0.194
-0.038 0.338 0.054
-0.448 -0.658 -0.390
0.831 0.689 0.136
0.554 0.860 0.227
-0.388 -1.281 0.151
-0.093 -0.001 -0.084
-0.015 -0.124 0.096
0.022 0.101 -0.124
-0.158 0.073 0.116
0.085 -0.009 -0.149
0.171 0.102 0.233
0.108 0.109 0.125
0.059 0.047 -0.153

Properties
Total energy = -8290.19562 eV
HOMO (spin up / spin down) = -7.8 / -8.0 eV
Gap between HOMO and LUMO (spin up / spin down) = 7.822 / 7.832 eV
Max |F| = 1.35 eV/Å

=====

Formula: C5H8N2
Source: OMol25
Level of theory: the ωB97M-V functional and the def2-TZVPD basis

CARTESIAN COORDINATES (ANGSTROEM)
C -1.447272 0.207164 0.520212
C -1.083125 -0.265360 -0.892542
N 0.382310 -0.247746 -0.778345
C 0.852346 -0.983746 0.293563
C 1.847898 -0.264117 0.881771
N 1.931903 0.975068 0.303348
C 0.992736 0.987032 -0.608193
H -1.726441 -0.711749 1.128214
H -0.470735 1.037214 0.527540
H -2.326301 0.834531 0.615878
H -1.410026 0.445446 -1.650362
H -1.408375 -1.268093 -1.197758
H 0.444093 -1.954541 0.531155
H 2.530534 -0.566701 1.664037
H 0.890450 1.775599 -1.338525

Atomic forces in eV per Å
0.187 1.192 -0.363
-0.014 0.198 -0.164
0.226 -0.020 0.128
0.855 -0.508 -0.251
-0.014 -0.282 0.100
-0.183 0.092 -0.254
1.145 -0.390 -0.973
1.404 1.431 0.066
-2.994 -2.271 2.019
-0.360 0.127 -0.435
0.154 -0.030 -0.123
0.004 0.253 0.250
0.097 0.057 -0.086
-0.202 0.064 -0.004
-0.305 0.086 0.090

Properties
Total energy = -8292.84533 eV
HOMO = -9.0 eV
Gap between HOMO and LUMO = 9.959 eV
Max |F| = 4.27 eV/Å

=====

What did the fifth record say?
Formula: C5H8N2
Source: OMol25
Level of theory: the ωB97M-V functional and the def2-TZVPD basis

CARTESIAN COORDINATES (ANGSTROEM)
C -1.240464 1.079112 -0.534688
C -0.272315 0.014608 -0.052974
C 1.226116 0.255972 -0.770701
C 2.148167 -0.402724 0.133644
N 2.571167 -0.971879 1.048058
C -0.290339 -0.687667 1.268658
N -0.627708 -1.402903 0.024739
H -0.945000 2.058648 -0.142772
H -1.163078 1.112132 -1.627407
H -2.299919 0.925811 -0.284528
H 1.556326 1.308635 -0.911338
H 1.274250 -0.216258 -1.765390
H -1.030030 -0.525467 2.063912
H 0.722707 -0.962198 1.628089
H -1.629874 -1.585827 -0.077307

Atomic forces in eV per Å
0.128 -0.042 -0.033
1.003 0.286 -0.576
-1.100 -0.243 0.509
0.429 -0.658 0.885
0.652 0.539 -1.135
0.594 0.034 0.084
0.067 0.079 -0.128
-0.041 -0.125 -0.094
-0.143 0.131 0.101
0.393 -0.246 0.145
-0.680 -0.486 0.337
-0.315 0.036 0.406
0.052 0.212 -0.699
-1.399 0.086 0.164
0.360 0.396 0.033

Properties
Total energy = -8292.91662 eV
HOMO = -9.4 eV
Gap between HOMO and LUMO = 10.252 eV
Max |F| = 1.42 eV/Å

=====

Q: Which value of max |F| does entry 1 give?
A: 1.37 eV/Å

=====

Q: Which value of max |F| does entry 2 give?
A: 1.14 eV/Å

=====

Q: Which value of max |F| does entry 3 give?
A: 1.18 eV/Å